C44H60N7P2Ru | ωB97M-V with the def2-TZVPD basis set

The geometry in ORCA input format:
```
! wB97M-V def2-TZVPD RIJCOSX def2/J DEFGRID3
* xyz 0 2
Ru 0.43 0.42 -0.17
N 1.08 -3.82 0.98
C 0.71 -2.70 0.30
N 0.60 -1.53 0.83
C 0.82 -1.38 2.20
N 0.69 -0.21 2.74
N 0.40 0.75 1.83
C 0.32 1.99 2.31
C 0.11 2.96 1.34
C -0.02 4.35 1.63
C -0.26 5.24 0.64
C -0.39 4.76 -0.69
C -0.23 3.42 -0.90
N 0.01 2.49 0.04
C 1.20 -2.55 2.99
C 1.44 -2.49 4.36
C 1.82 -3.62 5.06
C 1.97 -4.84 4.40
C 1.73 -4.92 3.04
C 1.35 -3.78 2.34
H 1.20 -4.67 0.46
H 0.49 -2.82 -0.75
H 0.42 2.20 3.36
H 0.07 4.67 2.66
H -0.37 6.30 0.86
H -0.58 5.41 -1.52
H -0.29 3.03 -1.90
H 1.33 -1.54 4.86
H 2.00 -3.56 6.12
H 2.27 -5.72 4.94
H 1.84 -5.86 2.51
C -1.87 1.68 -3.48
C -2.65 1.15 -2.27
C -3.37 2.24 -1.47
P -1.67 -0.02 -1.20
C -3.06 -0.70 -0.15
C -4.31 -1.21 -0.88
C -2.56 -1.67 0.92
C -1.20 -1.20 -2.50
C -2.10 -1.73 -3.43
C -1.70 -2.37 -4.57
C -2.68 -2.98 -5.53
C -0.32 -2.41 -4.83
C 0.59 -1.89 -3.95
C 0.19 -1.31 -2.72
N 1.07 -0.79 -1.78
C 2.34 -1.37 -1.64
C 2.69 -2.67 -2.01
C 3.94 -3.19 -1.71
C 4.90 -2.46 -1.02
C 6.23 -3.05 -0.66
C 4.56 -1.17 -0.64
C 3.32 -0.62 -0.92
P 2.68 0.99 -0.41
C 3.75 1.69 0.94
C 3.83 0.75 2.15
C 5.15 2.16 0.55
C 3.20 2.03 -1.87
C 2.53 1.59 -3.17
C 3.02 3.53 -1.68
H -2.56 2.16 -4.17
H -1.37 0.87 -4.01
H -1.12 2.41 -3.23
H -3.42 0.50 -2.70
H -2.73 2.71 -0.72
H -4.23 1.83 -0.94
H -3.73 3.02 -2.13
H -3.38 0.21 0.38
H -4.11 -2.10 -1.48
H -4.75 -0.46 -1.53
H -5.07 -1.49 -0.15
H -2.50 -3.09 -0.58
H -3.29 -1.68 1.73
H -1.62 -1.27 1.34
H -3.17 -1.60 -3.26
H -3.68 -2.55 -5.40
H -2.77 -4.06 -5.39
H -2.38 -2.82 -6.57
H 0.03 -2.83 -5.76
H 1.63 -1.89 -4.22
H 1.99 -3.31 -2.52
H 4.17 -4.20 -2.02
H 6.45 -3.92 -1.28
H 6.26 -3.38 0.38
H 7.04 -2.33 -0.80
H 5.29 -0.58 -0.10
H 3.17 2.57 1.25
H 4.45 -0.12 1.94
H 2.85 0.40 2.47
H 4.28 1.29 2.98
H 5.76 1.36 0.13
H 5.67 2.52 1.44
H 5.15 2.97 -0.17
H 4.27 1.81 -1.95
H 1.44 1.65 -3.08
H 2.78 0.57 -3.44
H 2.86 2.25 -3.97
H 1.98 3.81 -1.69
H 3.51 4.06 -2.50
H 3.44 3.91 -0.75
C -4.51 -4.07 1.07
C -2.98 -4.12 1.13
C -2.53 -4.11 2.59
C -2.50 -5.42 0.47
N -2.34 -3.02 0.42
H -4.95 -4.91 1.60
H -4.86 -4.10 0.04
H -4.88 -3.16 1.53
H -2.71 -5.08 3.05
H -3.06 -3.37 3.18
H -1.46 -3.89 2.66
H -3.02 -6.28 0.88
H -1.43 -5.55 0.64
H -2.67 -5.39 -0.60
*
```

frontier orbital gap (spin up / spin down): 5.41 / 6.26 eV
HOMO energy (spin up / spin down): -4.891 / -6.173 eV